{"formula": "C13H28As3F2OPt", "method": "ωB97M-V with the def2-TZVPD basis set", "lumo_ha": -0.1312, "e_homo_ev": -11.2555, "total_charge": 1, "molar_mass_da": 658.2, "multiplicity": 1, "de_lowest_kcal_mol": 0.0, "gap_ev": 7.686, "symbols": ["Pt", "C", "As", "C", "C", "C", "C", "C", "As", "C", "C", "C", "As", "C", "C", "H", "H", "H", "H", "H", "H", "H", "H", "H", "H", "H", "H", "H", "H", "H", "H", "H", "H", "H", "H", "H", "H", "H", "H", "H", "H", "H", "O", "C", "F", "C", "F", "H"], "xyz": [[-1.40893, 1.56270, 1.72009], [-3.19866, -0.33723, -0.67384], [-1.61383, 0.76563, -0.56742], [-1.90505, 2.00931, -2.01102], [-0.11367, -0.24451, -1.28032], [0.52754, -1.36879, -0.45931], [-0.53200, -2.37434, 0.00661], [1.30539, -0.82267, 0.74957], [0.29197, -0.12487, 2.25936], [1.70193, 0.76573, 3.24770], [-0.07871, -1.66571, 3.36890], [1.51418, -2.13317, -1.36747], [2.99094, -1.36105, -2.46276], [3.56317, 0.25802, -1.50421], [1.96824, -0.46420, -3.88036], [-3.18258, -0.90578, -1.60234], [-4.05314, 0.33725, -0.67384], [-3.27789, -1.01217, 0.17296], [-2.10879, 1.42333, -2.90621], [-1.02137, 2.62490, -2.16151], [-2.75085, 2.64727, -1.77743], [0.63676, 0.51190, -1.51393], [-0.46351, -0.64467, -2.23497], [-1.24571, -1.92988, 0.70687], [-0.05861, -3.22122, 0.50805], [-1.10063, -2.76482, -0.83889], [1.97513, -0.01728, 0.45143], [1.92727, -1.61869, 1.16660], [2.49075, 0.05934, 3.50396], [1.29231, 1.19254, 4.16160], [2.11635, 1.56538, 2.63662], [0.77218, -2.34268, 3.32046], [-0.97660, -2.18035, 3.03787], [-0.21768, -1.33120, 4.39511], [0.93349, -2.68274, -2.11637], [2.00187, -2.90091, -0.76135], [4.04535, -0.00506, -0.56339], [2.76566, 0.98033, -1.32639], [4.31324, 0.73447, -2.13527], [1.27738, -1.17419, -4.33527], [2.67718, -0.15486, -4.64699], [1.41968, 0.41424, -3.54272], [-1.96555, 2.40286, 4.59363], [-1.71471, 2.12087, 3.53446], [-3.77389, 2.63835, 0.44844], [-2.68813, 3.10366, 1.13573], [-1.99741, 3.92389, 0.28176], [-3.06007, 3.74108, 1.93578]], "forces_ev_per_a": [[-0.7, 0.1, -0.2], [0.0, 0.0, 0.0], [0.0, -0.1, 0.0], [0.1, 0.0, 0.0], [0.0, 0.0, 0.0], [0.0, 0.0, 0.0], [0.0, 0.0, 0.0], [-0.1, -0.1, 0.0], [0.4, 0.1, 0.0], [0.0, -0.1, 0.0], [-0.1, 0.1, 0.0], [0.0, 0.0, 0.0], [0.0, 0.0, 0.0], [0.0, 0.0, 0.0], [0.0, 0.0, 0.0], [0.0, 0.0, 0.0], [0.0, 0.0, 0.0], [0.0, 0.0, 0.0], [0.0, 0.0, 0.0], [0.0, 0.0, 0.0], [0.0, 0.0, 0.0], [0.0, 0.0, 0.0], [0.0, 0.0, 0.0], [0.0, 0.0, 0.0], [0.0, 0.0, 0.0], [0.0, 0.0, 0.0], [0.0, 0.0, 0.0], [0.0, 0.0, 0.0], [0.0, 0.0, 0.0], [0.0, 0.0, 0.0], [0.0, 0.0, 0.0], [0.0, 0.0, 0.0], [0.0, 0.0, 0.0], [0.0, 0.0, 0.0], [0.0, 0.0, 0.0], [0.0, 0.0, 0.0], [0.0, 0.0, 0.0], [0.0, 0.0, 0.0], [0.0, 0.0, 0.0], [0.0, 0.0, 0.0], [0.0, 0.0, 0.0], [0.0, 0.0, 0.0], [-0.1, 0.1, 0.1], [0.3, -0.2, 0.1], [-0.3, 0.0, -0.1], [0.4, 0.0, 0.2], [0.0, 0.1, -0.1], [-0.1, 0.0, 0.0]], "mulliken_charge": [0.078, -1.261, 0.806, -1.318, -1.277, 2.496, -1.832, -1.259, 0.548, -1.233, -1.233, -2.097, 0.322, -1.060, -1.048, 0.443, 0.436, 0.378, 0.473, 0.397, 0.434, -0.135, 0.736, 0.058, 0.423, 0.451, 0.071, 0.657, 0.431, 0.447, 0.372, 0.409, 0.384, 0.439, 0.552, 0.531, 0.316, 0.255, 0.419, 0.318, 0.419, 0.243, -0.361, 0.523, -0.244, -0.143, -0.259, 0.495]}